A single C8H14O molecule, computed with the ωB97M-V functional and the def2-TZVPD basis.

Results
- gap between HOMO and LUMO (eV) = 9.4
- charge = 0
- spin multiplicity = 1
- structure (SMILES) = C=C(C)C(C)(C)C(C)=O
- E (eV) = -10568.37117
- HOMO energy (eV) = -8.788
- F_max (eV Å⁻¹) = 5.0

Positions of all 23 atoms, in Å:
C -0.27274 1.87172 0.34311
C -0.58470 0.54911 0.65796
C -1.91490 0.08956 1.13879
C 0.54639 -0.35810 0.21704
C 1.71093 -0.28775 1.22601
C 0.23409 -1.82862 -0.07137
C 0.85740 0.47873 -1.07679
C -0.29453 0.32806 -2.18369
O 2.00592 0.72267 -1.46903
H 0.67665 2.35969 0.56904
H -1.07012 2.60780 0.28005
H -2.72508 0.50738 0.53403
H -2.00841 -0.99709 1.14107
H -2.04382 0.45374 2.16670
H 2.10746 0.72387 1.34926
H 2.53908 -0.91341 0.87858
H 1.39340 -0.64540 2.21229
H -0.70948 -1.96440 -0.60585
H 0.17350 -2.41586 0.85123
H 1.02287 -2.25106 -0.70454
H -0.73139 1.31830 -2.32115
H -1.11001 -0.38042 -2.02108
H 0.19750 0.03147 -3.11166